Entry 1:
The following is a quantum chemistry calculation of C9H22CuN2O5 as an isolated structure in a non-equilibrium geometry, from the Open Molecules 2025 dataset.

Structure (XYZ):
```
39
Properties=species:S:1:pos:R:3:forces:R:3:lowdin_spin:R:1
Cu 0.582 -1.510 1.457 0.248 0.583 0.454 -0.02
C 3.337 -0.445 4.609 2.309 -3.102 -5.681 0.00
O 4.559 -0.541 4.809 3.411 2.690 3.621 0.38
O 2.724 0.220 3.815 -3.653 6.601 -0.479 0.08
O 3.134 -1.662 4.320 -2.645 -6.466 1.861 0.56
C -5.208 -0.436 2.566 -0.059 -0.195 -0.030 0.00
C -3.962 -1.037 1.888 -0.501 -0.415 1.074 0.00
C -4.009 -0.913 0.336 1.943 -0.249 1.818 0.00
O -2.706 -1.355 -0.264 -2.798 1.159 0.883 0.00
C -2.890 -1.357 -1.660 0.336 -0.267 -0.500 0.00
N -2.793 -0.461 2.576 0.433 0.735 -1.330 0.00
H -5.281 0.651 2.587 0.058 0.205 -0.886 0.00
H -5.114 -0.608 3.638 -0.239 -0.665 0.017 0.00
H -6.112 -0.895 2.166 -0.232 0.220 0.226 0.00
H -4.037 -2.093 2.151 0.386 -0.225 -0.237 0.00
H -4.249 0.126 0.111 0.362 0.132 -0.525 0.00
H -4.864 -1.532 0.063 0.235 -0.233 -0.589 0.00
H -1.901 -1.506 -2.095 -0.180 -0.281 -0.192 0.00
H -3.300 -0.448 -2.101 0.100 0.548 0.425 0.00
H -3.613 -2.120 -1.951 0.224 -0.462 -0.122 0.00
H -2.745 -0.596 3.575 -0.353 -0.901 0.130 0.00
H -3.063 0.512 2.558 0.804 0.745 -0.188 0.00
C 4.889 0.344 -2.888 0.600 0.522 0.594 0.00
C 3.728 0.517 -1.856 -0.044 0.222 -2.861 0.00
C 2.630 1.479 -2.437 -0.063 -0.962 1.474 0.00
O 1.573 1.512 -1.462 0.151 -0.136 0.484 0.00
C 0.916 2.747 -1.426 0.427 0.982 -0.364 0.00
N 3.237 -0.785 -1.484 -0.360 -1.266 1.628 0.00
H 4.598 0.072 -3.903 -0.393 -0.121 0.141 0.00
H 5.591 -0.404 -2.519 -0.228 -0.367 0.034 0.00
H 5.559 1.199 -2.982 -0.343 0.505 -0.016 0.00
H 4.082 1.067 -0.984 0.015 -0.419 0.185 0.00
H 2.095 1.259 -3.361 0.718 -0.480 -0.471 0.00
H 3.194 2.405 -2.546 -0.447 0.533 0.055 0.00
H -0.008 2.823 -0.853 -0.040 -0.979 0.055 0.00
H 0.699 3.056 -2.448 -0.174 0.308 -0.146 0.00
H 1.563 3.488 -0.958 0.229 0.304 -0.134 0.00
H 3.234 -1.543 -2.151 -0.440 0.739 -1.360 0.00
H 3.927 -1.230 -0.896 0.200 0.457 0.953 0.00
```
Positions in Å, forces in eV/Å.

* LUMO level (spin up / spin down): -0.0970 / -0.0967 hartree
* E: -2481.9589 a.u.
* max |F|: 7.560 eV/A
* gap between HOMO and LUMO (spin up / spin down): 4.56 / 4.28 eV
* energy relative to the best compared isomer or geometry (same formula, charge and spin): 621.9 kJ/mol
* multiplicity: 2
* HOMO level (spin up / spin down): -7.194 / -6.914 eV
* charge: 0



Entry 2:
The following is a quantum chemistry calculation of C9H22N2S in the gas phase in a non-equilibrium geometry, from the Open Molecules 2025 dataset.

Structure (XYZ):
```
34
Properties=species:S:1:pos:R:3:forces:R:3:mulliken_charge:R:1
C 2.536 -2.300 -0.777 1.949 1.309 -2.086 -1.57
C -0.009 2.805 0.095 -0.079 0.525 -2.115 -1.16
C 2.038 1.805 -1.108 2.509 -0.942 2.412 -1.48
C -3.491 0.694 -0.113 1.901 -1.294 3.377 -1.22
C -2.376 -1.654 -0.301 -0.873 1.113 0.515 -1.41
C 1.378 -1.873 0.058 2.388 -1.666 2.364 0.04
C 1.550 -0.629 0.864 -1.744 -0.166 0.094 -1.11
C 1.139 1.772 0.124 -0.036 -0.930 2.143 0.42
C -2.218 -0.170 -0.286 0.604 2.061 0.680 0.28
N -0.731 -0.779 2.179 -0.078 -1.960 1.609 -0.67
N 0.566 0.412 0.453 1.477 0.557 -0.490 0.13
S -0.894 0.439 1.296 -1.547 -0.019 -2.470 0.22
H 3.601 -2.243 -0.384 -1.461 0.029 0.048 0.31
H 2.367 -3.289 -1.104 0.019 -1.424 -0.203 0.48
H 2.562 -1.752 -1.770 0.082 -0.138 1.042 0.29
H 0.367 3.667 -0.587 -1.030 -1.167 1.357 0.34
H -0.929 2.327 -0.361 1.191 0.545 -0.311 0.26
H -0.478 3.136 1.019 0.926 0.309 0.326 0.37
H 1.680 1.730 -2.082 -1.267 -0.188 -1.487 0.33
H 2.845 0.994 -0.968 -1.219 1.027 -0.335 0.32
H 2.606 2.736 -1.001 -0.113 0.003 -0.285 0.45
H -4.369 0.166 0.252 -0.025 -0.222 -0.290 0.37
H -3.174 1.337 0.743 -0.788 0.263 -0.505 0.30
H -3.689 1.292 -0.921 -0.654 1.374 -2.007 0.35
H -2.573 -1.825 -1.327 -0.064 -1.101 -1.085 0.39
H -3.230 -2.004 0.282 -0.006 0.174 0.038 0.40
H -1.516 -2.134 0.079 1.093 -0.767 0.151 0.29
H 1.243 -2.693 0.795 -0.491 0.299 -0.506 0.33
H 0.568 -1.784 -0.549 -2.538 0.030 -1.565 0.12
H 1.348 -0.941 1.869 -0.321 0.335 0.710 0.45
H 2.581 -0.404 0.890 1.077 1.511 -0.459 0.66
H 1.882 1.893 0.991 -1.030 0.738 -0.998 0.20
H -1.676 0.245 -1.160 0.009 -0.607 0.431 0.33
H -1.505 -0.975 2.808 0.141 0.388 -0.102 0.20
```
Positions in Å, forces in eV/Å.

* LUMO level: 0.0290 hartree
* E: -863.6511 a.u.
* max |F|: 4.086 eV/A
* gap between HOMO and LUMO: 8.08 eV
* energy relative to the best compared isomer or geometry (same formula, charge and spin): 243.5 kJ/mol
* multiplicity: 1
* HOMO level: -7.289 eV
* charge: 0



Entry 3:
The following is a quantum chemistry calculation of a 3-piece molecular cluster, C9H22O7S overall in a non-equilibrium geometry, from the Open Molecules 2025 dataset.

Structure (XYZ):
```
39
Properties=species:S:1:pos:R:3:forces:R:3:mulliken_charge:R:1
O 3.198 -2.498 -2.466 -1.540 2.528 0.048 -0.67
S 2.555 -1.385 -1.752 1.319 -3.608 1.383 1.14
O 2.341 -1.760 -0.332 -0.393 1.762 -2.416 -0.70
C 3.611 0.088 -1.870 -0.271 0.602 0.368 -0.59
C 2.882 1.415 -1.484 -0.910 -0.721 -0.328 -0.72
C 1.394 1.506 -1.980 0.514 0.033 0.206 -0.86
C 0.589 0.197 -1.793 -0.793 0.861 0.863 0.84
C -0.898 0.356 -2.198 0.192 0.273 -0.427 -0.67
O -1.778 0.327 -1.075 0.445 0.464 -0.079 -0.26
O -1.743 -0.959 -0.482 -0.165 -0.667 -0.390 -0.34
O 1.134 -0.948 -2.473 2.136 -0.258 0.582 -0.44
H 4.077 0.099 -2.867 -0.493 -0.129 0.229 0.39
H 4.412 -0.064 -1.127 -0.371 -0.361 -0.358 0.37
H 3.451 2.257 -1.902 -0.108 -0.235 0.326 0.34
H 2.844 1.479 -0.387 0.254 0.038 -0.352 0.29
H 0.911 2.248 -1.317 0.038 -0.293 -0.416 0.37
H 1.341 1.915 -3.006 -0.055 -0.462 0.274 0.40
H 0.601 -0.032 -0.708 0.007 0.085 -0.481 -0.07
H -1.215 -0.350 -2.987 0.273 -0.082 0.549 0.30
H -1.039 1.362 -2.634 -0.109 -0.323 0.382 0.34
H -1.130 -0.894 0.263 0.115 0.363 0.054 0.32
C 2.720 -2.536 3.933 0.039 -0.028 0.067 -1.04
C 1.740 -1.439 3.559 0.120 -0.179 -0.295 -0.21
O 2.088 -0.855 2.308 -0.155 0.126 0.224 -0.40
H 3.734 -2.137 3.989 -0.044 0.042 0.049 0.26
H 2.462 -2.980 4.896 0.017 -0.027 -0.034 0.35
H 2.725 -3.323 3.175 -0.076 -0.025 0.048 0.34
H 1.752 -0.646 4.307 -0.021 0.054 -0.101 0.29
H 0.721 -1.837 3.495 -0.018 -0.015 0.190 0.24
H 2.067 -1.553 1.641 0.118 0.193 -0.136 0.31
C -5.602 2.263 0.145 -0.083 0.057 0.003 -0.98
C -5.381 0.907 0.789 0.353 0.089 -0.227 -0.19
O -4.636 0.052 -0.069 -0.302 -0.020 0.121 -0.44
H -6.132 2.152 -0.803 -0.043 -0.034 0.053 0.26
H -6.183 2.919 0.798 0.036 0.027 -0.029 0.33
H -4.647 2.746 -0.075 -0.004 0.024 0.095 0.30
H -6.336 0.420 0.989 0.068 -0.089 -0.034 0.29
H -4.844 1.013 1.739 -0.154 0.072 0.095 0.25
H -3.788 0.476 -0.238 0.065 -0.137 -0.108 0.27
```
Positions in Å, forces in eV/Å.

* LUMO level: 0.0155 hartree
* E: -1280.8336 a.u.
* max |F|: 4.083 eV/A
* SMILES: O=S1(=O)CCC[C@@H](COO)O1.CCO.CCO
* gap between HOMO and LUMO: 10.31 eV
* multiplicity: 1
* HOMO level: -9.894 eV
* charge: 0



Entry 4:
The following is a quantum chemistry calculation of C9H23BBr8Na3O as an isolated structure in a non-equilibrium geometry, from the Open Molecules 2025 dataset.

Structure (XYZ):
```
45
Properties=species:S:1:pos:R:3:forces:R:3:mulliken_charge:R:1
Na -3.640 0.516 1.421 0.094 0.285 -0.745 0.71
Na -3.292 -1.277 -1.841 -0.001 1.147 -0.081 0.72
Na -2.174 -2.731 0.541 0.678 0.761 0.267 0.77
B -5.298 0.173 -0.806 -1.139 0.445 -0.464 0.35
H -4.385 0.568 -1.483 0.151 0.524 -0.469 -0.19
H -4.725 -0.529 -0.030 0.287 -1.302 0.951 -0.38
H -5.877 1.094 -0.193 0.555 -0.419 -0.218 -0.19
H -6.150 -0.460 -1.459 0.637 0.144 0.371 -0.19
C -0.695 0.514 0.171 -0.740 -1.585 -0.680 -0.30
O -1.797 -0.398 0.001 -0.498 -0.390 0.559 -0.69
H -0.998 1.389 0.756 0.251 0.078 0.058 0.15
H 0.165 0.008 0.638 -0.264 0.224 0.155 -0.22
H -0.332 0.850 -0.813 -0.049 0.207 0.158 0.18
Br 0.614 -2.035 3.308 0.196 -0.328 0.204 -0.16
C 0.049 -0.254 3.779 1.074 0.605 -0.272 -0.20
C -1.413 -0.210 3.675 -1.004 -1.489 0.022 -0.01
Br -2.057 1.579 3.696 -0.401 0.642 -0.095 -0.18
H 0.500 0.386 3.027 0.141 0.069 0.023 -0.09
H 0.391 0.041 4.764 0.266 -0.260 0.127 0.48
H -1.889 -0.757 4.486 -0.036 0.188 0.186 0.51
H -1.687 -0.749 2.765 -0.224 0.597 -0.243 -0.28
Br -1.795 -1.005 -4.643 -0.118 -0.042 -0.017 -0.19
C -0.023 -0.269 -4.243 -0.220 -0.740 0.930 -0.33
C 0.943 -1.413 -4.028 0.059 0.129 -0.837 -0.42
Br 2.608 -0.627 -3.434 0.176 0.046 -0.096 -0.12
H -0.150 0.245 -3.296 -0.034 0.364 -0.155 0.08
H 0.243 0.390 -5.050 0.070 0.172 -0.182 0.43
H 1.161 -1.939 -4.955 -0.002 0.039 0.001 0.44
H 0.606 -2.138 -3.301 -0.065 0.092 0.284 0.23
Br 4.877 -1.528 -0.638 0.444 0.112 -0.098 -0.11
C 3.403 -2.734 -0.804 0.267 -1.159 -0.647 -0.68
C 2.234 -2.011 -0.301 -0.219 1.375 1.227 -0.43
Br 0.626 -3.080 -0.408 -0.310 -0.484 -0.343 -0.17
H 3.630 -3.632 -0.243 0.061 -0.052 0.168 0.50
H 3.238 -3.017 -1.841 0.387 0.129 -0.107 0.39
H 2.115 -1.078 -0.843 -0.497 -0.153 -0.141 0.02
H 2.352 -1.755 0.750 -0.150 -0.126 0.104 0.49
Br 2.580 1.239 0.994 0.108 0.082 0.267 -0.08
C 2.839 3.042 1.741 -0.429 -0.189 -1.223 -0.57
C 1.858 3.952 1.050 -1.107 -0.133 0.003 -0.62
Br 2.235 5.788 1.537 -0.018 -0.038 -0.062 -0.13
H 3.846 3.283 1.440 0.303 0.126 0.479 0.41
H 2.636 2.980 2.795 0.361 0.032 0.331 0.38
H 0.826 3.735 1.349 0.267 0.125 0.336 0.24
H 1.802 3.854 -0.031 0.691 0.151 -0.037 0.43
```
Positions in Å, forces in eV/Å.

* LUMO level: -0.1603 hartree
* E: -21535.6451 a.u.
* max |F|: 1.877 eV/A
* gap between HOMO and LUMO: 7.43 eV
* energy relative to the best compared isomer or geometry (same formula, charge and spin): 16.6 kJ/mol
* multiplicity: 1
* HOMO level: -11.791 eV
* charge: +1



Entry 5:
The following is a quantum chemistry calculation of a 2-piece molecular cluster, C9H23ClNO4P2 overall in a non-equilibrium geometry, from the Open Molecules 2025 dataset.

Structure (XYZ):
```
40
Properties=species:S:1:pos:R:3:forces:R:3:mulliken_charge:R:1
C 0.194 -0.916 -1.954 -0.100 0.026 0.577 -0.64
C 0.730 -1.986 -0.980 -0.053 0.377 0.014 -0.18
C 2.216 -2.148 -1.040 1.022 -1.503 -1.392 0.31
O 2.749 -2.992 -1.730 -0.542 1.145 1.223 -0.54
O 3.004 -1.249 -0.317 -0.880 0.169 0.019 -0.34
C 3.650 -1.794 0.799 0.163 -0.074 0.261 -0.76
C 2.635 -2.304 1.848 0.731 0.211 0.114 0.00
P 3.101 -1.834 3.538 -0.701 -0.082 -1.043 0.09
P 2.661 0.362 3.870 0.337 0.615 1.248 0.35
O 3.513 0.986 2.656 -0.377 -0.182 -0.057 -0.39
Cl 0.749 0.342 3.177 0.045 -0.232 -0.121 -0.11
H 0.944 -0.534 -2.625 0.204 -0.045 -0.381 0.45
H -0.645 -1.319 -2.492 -0.152 -0.157 -0.462 0.34
H -0.200 -0.087 -1.386 0.016 0.295 0.084 -0.19
H 0.374 -1.739 0.011 0.138 0.128 0.401 0.19
H 0.320 -2.954 -1.207 -0.083 -0.380 -0.271 0.40
H 4.331 -2.594 0.534 0.145 -0.230 -0.220 0.34
H 4.229 -0.983 1.213 0.297 0.270 0.019 0.55
H 2.480 -3.369 1.780 -0.208 -0.364 0.017 0.49
H 1.708 -1.772 1.689 -0.468 0.008 0.030 -0.12
H 2.221 -2.505 4.390 0.278 -0.106 0.300 0.19
H 4.431 -2.136 3.841 -0.028 -0.124 0.138 0.22
H 2.925 1.465 2.058 0.233 0.178 -0.479 0.34
C -2.923 3.322 -1.806 -0.071 0.118 0.029 -1.38
C -3.730 2.030 -1.714 0.332 -0.013 -0.063 0.33
C -3.665 1.343 -0.344 -0.325 0.042 -0.006 -0.72
O -2.447 0.674 -0.060 0.106 -0.024 0.066 -0.34
C -1.378 1.501 0.340 -0.021 -0.128 -0.114 -0.25
N -3.318 1.138 -2.802 -0.116 -0.126 0.171 -0.69
H -1.859 3.132 -1.942 0.022 -0.063 0.019 0.28
H -3.251 3.904 -2.665 0.003 -0.026 -0.037 0.34
H -3.053 3.937 -0.913 0.001 0.001 0.003 0.35
H -4.778 2.290 -1.879 -0.048 -0.059 0.054 0.46
H -4.429 0.563 -0.321 0.050 -0.062 0.011 0.31
H -3.904 2.048 0.463 0.078 0.059 -0.031 0.42
H -1.715 2.337 0.960 -0.009 0.036 -0.040 0.39
H -0.824 1.877 -0.523 0.004 0.205 0.081 0.27
H -0.694 0.883 0.925 -0.028 -0.024 0.013 -0.29
H -3.937 0.333 -2.833 -0.080 0.049 -0.111 0.29
H -2.412 0.748 -2.562 0.084 0.071 -0.064 0.25
```
Positions in Å, forces in eV/Å.

* LUMO level: -0.1466 hartree
* E: -1855.0573 a.u.
* max |F|: 2.290 eV/A
* gap between HOMO and LUMO: 7.25 eV
* multiplicity: 1
* HOMO level: -11.241 eV
* charge: +1



Entry 6:
The following is a quantum chemistry calculation of a 2-piece molecular cluster, C9H23N3O overall in a non-equilibrium geometry, from the Open Molecules 2025 dataset.

Structure (XYZ):
```
36
Properties=species:S:1:pos:R:3:forces:R:3:mulliken_charge:R:1
N -3.301 1.850 2.743 0.204 -0.695 -0.830 -0.56
C -3.834 0.712 1.887 0.047 -0.765 0.098 -0.57
C -2.781 -0.564 1.758 0.305 0.076 0.718 -0.55
C -1.198 -0.048 1.668 -0.726 -0.065 -0.214 0.17
C -0.974 0.980 0.370 -2.254 -2.665 -0.327 -0.81
N 0.440 1.515 0.337 -0.654 2.048 0.179 -0.05
C 1.401 0.867 1.306 2.741 -1.108 0.633 -0.58
C 1.173 -0.735 1.559 1.281 -0.765 1.374 -0.49
N -0.251 -1.218 1.411 -0.401 1.783 0.300 -0.37
H -2.990 1.517 3.683 -0.261 0.367 -1.310 0.26
H -2.533 2.379 2.262 -1.023 -0.941 0.884 0.27
H -4.107 1.093 0.805 0.483 -0.574 2.327 0.26
H -4.816 0.319 2.430 2.058 0.833 -1.421 0.31
H -3.060 -1.308 0.884 0.666 1.662 1.684 0.30
H -2.883 -1.163 2.784 0.388 1.136 -2.207 0.33
H -0.982 0.497 2.707 -0.299 -0.925 -2.210 0.09
H -1.814 1.794 0.286 2.052 -1.256 0.337 0.33
H -1.105 0.278 -0.586 0.438 1.540 2.125 0.25
H 0.787 1.520 -0.669 0.470 -0.861 0.557 0.39
H 0.374 2.545 0.597 0.316 -1.596 -0.391 0.41
H 2.484 0.973 0.815 -2.500 -0.228 0.942 0.32
H 1.464 1.432 2.341 -0.688 -0.973 -2.333 0.29
H 1.474 -0.938 2.697 -0.280 0.760 -2.254 0.28
H 1.965 -1.360 0.927 -2.123 1.445 0.983 0.32
H -0.471 -2.032 2.028 0.445 1.219 -0.631 0.31
C 1.670 -1.803 -2.631 -0.374 -0.784 -0.613 -1.19
C 1.991 -0.430 -3.243 1.275 -1.635 0.141 0.60
C 3.186 -0.567 -4.201 -0.021 -0.402 -0.817 -1.44
O 2.349 0.379 -2.261 -0.722 2.649 2.274 -0.85
H 2.516 -2.221 -2.069 0.010 0.318 -0.095 0.25
H 0.809 -1.749 -1.953 0.069 0.165 -0.031 0.17
H 1.418 -2.522 -3.421 -0.092 -0.223 0.031 0.43
H 1.128 -0.173 -3.875 -0.510 0.460 -0.135 0.12
H 4.088 -0.939 -3.697 -0.271 0.119 0.166 0.33
H 3.436 0.392 -4.672 -0.135 -0.083 0.223 0.32
H 2.949 -1.273 -5.006 0.084 -0.037 -0.153 0.39
```
Positions in Å, forces in eV/Å.

* LUMO level: -0.0156 hartree
* E: -595.9843 a.u.
* max |F|: 3.565 eV/A
* gap between HOMO and LUMO: 5.37 eV
* energy relative to the best compared isomer or geometry (same formula, charge and spin): 328.3 kJ/mol
* multiplicity: 1
* HOMO level: -5.798 eV
* charge: 0